The following is a quantum chemistry calculation of the molecule C19H32N4O4, from the Open Molecules 2025 dataset.

```
59
C19H32N4O4, DFT ωB97M-V with the def2-TZVPD basis set
C -0.45 -2.89 -2.87
C -0.69 -3.12 -1.38
H -0.04 -3.93 -1.04
H -1.72 -3.43 -1.22
C -0.40 -1.84 -0.58
N -0.55 -1.95 0.86
C 0.51 -2.68 1.53
C 1.67 -1.74 1.91
C 2.85 -2.51 2.49
H 3.23 -3.22 1.76
H 2.54 -3.06 3.38
H 3.65 -1.83 2.77
H 1.98 -1.19 1.03
H 1.31 -1.02 2.65
H 0.11 -3.14 2.44
H 0.91 -3.48 0.90
C -1.89 -2.24 1.32
H -2.59 -1.98 0.53
H -2.05 -3.30 1.58
C -2.22 -1.36 2.54
N -1.72 -0.01 2.36
C -2.30 0.76 1.40
C -1.97 1.96 0.77
N -1.05 2.93 0.94
C 0.04 2.83 1.89
H -0.24 2.19 2.72
H 0.22 3.84 2.28
C 1.30 2.31 1.17
N 1.22 2.64 -0.23
C 1.34 1.64 -1.15
O 1.75 0.53 -0.87
O 0.98 2.03 -2.38
C 1.11 1.06 -3.42
C 2.55 0.95 -3.91
H 2.90 1.92 -4.26
H 3.19 0.60 -3.11
H 2.59 0.25 -4.74
H 0.44 1.40 -4.21
H 0.77 0.09 -3.04
C 0.63 3.92 -0.52
H 1.20 4.68 0.03
C -0.85 3.93 -0.08
H -1.51 3.71 -0.92
H -1.12 4.92 0.32
H 0.72 4.13 -1.59
H 2.20 2.75 1.61
H 1.38 1.22 1.24
C -3.11 1.86 -0.15
O -3.44 2.45 -1.15
C -3.54 0.62 0.62
O -4.48 -0.13 0.63
H -0.71 0.03 2.39
H -1.74 -1.75 3.45
H -3.30 -1.32 2.69
H 0.62 -1.51 -0.77
H -1.08 -1.05 -0.92
H -0.66 -3.79 -3.44
H -1.10 -2.10 -3.24
H 0.58 -2.60 -3.05
```

As for the total charge: 0. As for the structure (SMILES): CCCN(CCC)CCNc1c(N2CCN(C(=O)OCC)CC2)c(=O)c1=O. As for the calculated total energy: -34372.276 eV. Its HOMO energy is -7.786 eV. The value obtained for the frontier orbital gap is 8.37 eV.

Results of the natural (NBO) charge analysis, in e, for atoms 1 through 8: C -0.603; C -0.421; H 0.192; H 0.197; C -0.212; N -0.479; C -0.211; C -0.403



The following is a quantum chemistry calculation of a structure of composition C2H4N3O2S in a non-equilibrium geometry, from the Open Molecules 2025 dataset.

```
12
C2H4N3O2S, DFT ωB97M-V with the def2-TZVPD basis set
C -1.43 0.27 0.03
C 0.95 0.36 0.14
N -0.17 -0.23 0.28
N -1.59 1.59 0.03
N 1.77 -2.23 0.01
O -2.32 -0.52 -0.18
O 2.24 -0.95 -0.20
S 1.53 1.90 0.01
H -0.85 2.37 -0.13
H -2.53 1.93 -0.15
H 1.29 -2.16 0.92
H 1.11 -2.35 -0.74
```

As for the total charge: -1. As for the calculated total energy: -21538.840 eV. Its HOMO energy is -4.074 eV. The value obtained for the frontier orbital gap is 7.52 eV.

Results of the natural (NBO) charge analysis, in e, for atoms 1 through 8: C 0.763; C 0.341; N -0.673; N -0.860; N -0.514; O -0.665; O -0.512; S -0.333



The following is a quantum chemistry calculation of the ion CH3NO3P with charge -1 in a non-equilibrium geometry, from the Open Molecules 2025 dataset.

```
9
CH3NO3P, DFT ωB97M-V with the def2-TZVPD basis set
C -0.61 -0.94 -0.97
N -0.24 2.06 0.78
O -0.07 -0.81 1.77
O -0.55 -0.72 -2.15
O 1.78 -0.22 0.03
P 0.16 -0.07 0.51
H -1.29 -1.73 -0.62
H -1.20 1.87 1.01
H 2.03 0.55 -0.36
```

As for the total charge: -1. As for the structure (SMILES): N=[P@]([O-])(O)C=O. As for the calculated total energy: -18006.488 eV. Its HOMO energy is -3.111 eV. The value obtained for the frontier orbital gap is 7.08 eV.

Results of the natural (NBO) charge analysis, in e, for atoms 1 through 8: C 0.111; N -1.170; O -1.128; O -0.531; O -0.994; P 1.863; H 0.092; H 0.275



The following is a quantum chemistry calculation of a structure of composition H2IOP in a non-equilibrium geometry, from the Open Molecules 2025 dataset.

```
5
H2IOP, DFT ωB97M-V with the def2-TZVPD basis set
O -0.51 -1.00 -0.04
P 0.90 -0.43 -0.07
I -2.76 0.49 0.01
H 1.49 0.37 1.14
H 0.89 0.57 -1.04
```

As for the total charge: 0. As for the calculated total energy: -19467.052 eV. Its HOMO energy (alpha / beta) is -9.667 / -9.356 eV. The value obtained for the frontier orbital gap (alpha / beta) is 7.35 / 7.14 eV.

Calculated atomic charges, method natural (NBO), unit e: O -0.928; P 1.057; I -0.021; H -0.043; H -0.064